Entry 1:
{"formula": "H26O13", "method": "ωB97M-V/def2-TZVPD", "e_lumo_ev": -0.13, "e_homo_ev": -10.47, "de_lowest_kj_mol": 120.6, "gap_ev": 10.34, "largest_force_ev_per_a": 1.212, "symbols": ["O", "H", "H", "O", "H", "H", "O", "H", "H", "O", "H", "H", "O", "H", "H", "O", "H", "H", "O", "H", "H", "O", "H", "H", "O", "H", "H", "O", "H", "H", "O", "H", "H", "O", "H", "H", "O", "H", "H"], "positions_angstrom": [[-0.6002, -0.2863, 0.2311], [0.2352, 0.0810, -0.0577], [-1.2309, 0.0052, -0.4273], [0.7782, -2.7172, -1.1027], [0.7868, -2.1680, -1.8866], [0.1702, -2.2775, -0.5083], [1.5187, 1.0554, -1.0683], [0.9570, 1.8138, -1.2284], [2.0692, 1.3161, -0.3299], [-2.8021, 1.5171, 1.5414], [-2.1808, 0.8464, 1.2578], [-3.6465, 1.2211, 1.2015], [-0.0714, -3.0455, 2.3652], [-0.4752, -2.9307, 1.5049], [0.4267, -3.8594, 2.2898], [-2.4221, 0.5278, -1.6934], [-1.9372, 1.3530, -1.7015], [-2.1735, 0.0953, -2.5103], [-3.9233, -2.5865, -0.8851], [-3.3274, -1.8378, -0.9077], [-4.5448, -2.3776, -0.1878], [0.3434, -0.0438, 2.6124], [-0.0673, -0.0659, 1.7481], [0.9307, -0.7997, 2.6184], [0.1640, 2.7787, 2.1516], [1.0074, 3.2096, 2.2907], [0.3351, 1.8536, 2.3282], [-0.8950, 2.6192, -1.8439], [-0.4637, 3.2649, -2.4036], [-1.2219, 3.1260, -1.1006], [3.0357, 1.6555, 0.9928], [3.6979, 1.8571, 1.6539], [2.9042, 0.7101, 1.0654], [1.0241, -0.9425, -3.1689], [1.2203, -0.0825, -2.7970], [1.5307, -0.9742, -3.9804], [2.7869, -1.0033, 0.8348], [3.7129, -1.2434, 0.8010], [2.3478, -1.6650, 0.3005]], "mulliken_charge": [-0.180, 0.323, 0.141, -0.677, 0.452, 0.183, -0.617, 0.324, 0.401, -0.609, 0.266, 0.304, -0.597, 0.289, 0.311, -0.639, 0.314, 0.325, -0.655, 0.325, 0.310, -0.724, 0.282, 0.351, -0.608, 0.252, 0.411, -0.729, 0.282, 0.321, -0.742, 0.342, 0.344, -0.647, 0.325, 0.285, -0.584, 0.234, 0.314]}



Entry 2:
{"formula": "H26O13", "method": "ωB97M-V/def2-TZVPD", "e_lumo_ev": -0.97, "e_homo_ev": -9.93, "de_lowest_kj_mol": 818.7, "gap_ev": 8.96, "largest_force_ev_per_a": 8.119, "symbols": ["H", "H", "H", "H", "H", "H", "H", "H", "H", "H", "H", "H", "H", "H", "H", "H", "H", "H", "H", "H", "H", "H", "H", "H", "H", "H", "O", "O", "O", "O", "O", "O", "O", "O", "O", "O", "O", "O", "O"], "positions_angstrom": [[1.3421, 0.8977, -0.4920], [-0.0805, 0.5256, -0.8766], [-3.2918, -1.7556, 1.2031], [-3.9397, -0.6922, 0.3316], [0.6190, -0.5295, -3.1009], [1.8434, -0.0431, -2.3432], [1.7403, -0.1367, 3.9625], [1.5664, -1.5873, 4.3815], [3.3971, -2.8550, -1.5153], [4.5981, -1.9372, -1.6741], [-1.7864, 2.7925, 3.2238], [-1.2667, 1.5960, 2.4438], [-1.6083, -3.1841, -2.7981], [-0.4667, -2.4088, -2.1610], [0.5630, -1.5436, -1.1504], [2.0753, -1.4275, -1.0526], [-2.8903, -1.8322, 3.3809], [-2.4918, -0.5777, 2.6210], [4.2546, 0.6452, 1.5042], [4.7005, -0.7799, 1.2205], [-2.3843, 1.9930, -1.7578], [-2.7228, 0.7409, -0.9654], [2.5551, 4.2701, -2.4453], [2.1792, 3.3522, -1.2937], [-4.9084, 2.0028, -3.4905], [-3.5368, 1.4775, -3.0995], [0.4352, 0.9245, -0.1667], [-3.9357, -1.0390, 1.2309], [1.3502, -0.8431, -2.5570], [1.3001, -0.6913, 4.6165], [4.0150, -2.3172, -1.0074], [-1.0888, 2.5279, 2.6136], [-1.3697, -2.7036, -1.9973], [1.3679, -2.0738, -1.1572], [-2.1215, -1.3078, 3.1297], [4.7956, -0.0674, 1.8627], [-3.1219, 1.4191, -1.5219], [2.5895, 4.2033, -1.4843], [-4.2233, 2.0930, -2.8186]], "mulliken_charge": [0.233, 0.262, 0.376, 0.269, 0.284, 0.244, 0.307, 0.306, 0.328, 0.315, 0.305, 0.304, 0.285, 0.377, 0.296, 0.380, 0.315, 0.362, 0.300, 0.324, 0.314, 0.258, 0.317, 0.306, 0.249, 0.330, -0.491, -0.674, -0.589, -0.609, -0.624, -0.620, -0.587, -0.711, -0.657, -0.635, -0.597, -0.621, -0.532]}



Entry 3:
{"formula": "H26O13", "method": "ωB97M-V/def2-TZVPD", "e_lumo_ev": -0.35, "e_homo_ev": -10.27, "de_lowest_kj_mol": 144.1, "gap_ev": 9.93, "largest_force_ev_per_a": 0.694, "symbols": ["O", "H", "H", "O", "H", "H", "O", "H", "H", "O", "H", "H", "O", "H", "H", "O", "H", "H", "O", "H", "H", "O", "H", "H", "O", "H", "H", "O", "H", "H", "O", "H", "H", "O", "H", "H", "O", "H", "H"], "positions_angstrom": [[-16.7504, -27.7944, 30.9188], [-16.8967, -28.1549, 31.8012], [-16.3507, -26.9267, 31.0652], [-12.4845, -26.1785, 28.7950], [-11.7102, -25.8074, 28.3587], [-12.9425, -25.4112, 29.2032], [-19.5101, -25.7644, 29.5816], [-18.8594, -26.2581, 30.0980], [-19.0771, -25.6107, 28.7294], [-14.4006, -25.9333, 31.8213], [-13.9219, -25.3990, 32.4636], [-14.6354, -25.3121, 31.1229], [-16.7536, -21.9062, 29.4027], [-16.2619, -22.5083, 28.8159], [-16.8197, -21.0851, 28.9033], [-15.4890, -26.7478, 26.5955], [-15.2449, -26.5796, 25.6776], [-15.3372, -27.7047, 26.7211], [-18.1088, -25.6620, 26.9730], [-17.4543, -26.0724, 26.3820], [-18.8640, -25.4514, 26.4024], [-13.7101, -28.6071, 27.8806], [-12.8024, -28.4820, 27.5927], [-13.9664, -27.7425, 28.2204], [-15.2511, -23.0610, 27.2591], [-16.1011, -23.3301, 26.8631], [-14.7830, -22.6108, 26.5467], [-13.5298, -23.6867, 29.9108], [-12.6446, -23.3589, 30.1176], [-13.7677, -23.2601, 29.0727], [-17.6714, -28.4121, 28.3229], [-17.7360, -28.3623, 29.2921], [-17.8797, -27.5182, 28.0324], [-18.2105, -22.8631, 26.9304], [-18.2715, -22.2432, 27.6693], [-18.0307, -23.7254, 27.3495], [-16.0845, -25.5519, 29.2048], [-16.2856, -25.8500, 28.3070], [-15.1391, -25.3715, 29.1846]], "mulliken_charge": [-0.582, 0.257, 0.251, -0.595, 0.274, 0.392, -0.650, 0.324, 0.374, -0.619, 0.303, 0.291, -0.655, 0.385, 0.300, -0.586, 0.232, 0.346, -0.594, 0.233, 0.283, -0.630, 0.286, 0.326, -0.547, 0.291, 0.228, -0.575, 0.273, 0.298, -0.628, 0.344, 0.295, -0.670, 0.356, 0.348, -0.050, 0.077, 0.016]}